[1]
Here is a cluster of 2 separate species, C5H14 in total from the OMol25 dataset. Energies are from the ωB97M-V functional and the def2-TZVPD basis.

Summary:
molecular weight	74.167	g mol⁻¹
SMILES string	CCC.CC
ΔE to the lowest compared entry with this formula, charge and spin	31.5	kJ/mol
orbital gap	12.4	eV
largest force on an atom	1.5	eV/A
electronic energy	-198.87717	Eh

Each line ends with the Mulliken charge.
Positions of all 19 atoms, in Å:
C (2.20, -1.76, -0.24)  -1.186
C (1.46, -0.45, -0.58)  0.116
C (1.59, 0.05, -2.00)  -1.058
H (3.22, -1.73, -0.66)  0.314
H (2.33, -1.87, 0.83)  0.337
H (1.70, -2.62, -0.66)  0.304
H (1.75, 0.28, 0.17)  0.278
H (0.41, -0.65, -0.31)  0.000
H (2.57, -0.21, -2.42)  0.278
H (1.51, 1.13, -2.03)  0.311
H (0.84, -0.35, -2.67)  0.308
C (-2.10, 1.61, 1.68)  -0.720
C (-2.83, 0.42, 0.95)  -0.757
H (-2.49, 1.61, 2.69)  0.252
H (-1.01, 1.51, 1.69)  0.205
H (-2.25, 2.57, 1.19)  0.258
H (-2.14, -0.42, 0.92)  0.195
H (-3.05, 0.74, -0.06)  0.229
H (-3.72, 0.13, 1.51)  0.337

***

[2]
Here is a cluster of 7 separate species, C57H127N6O in total from the OMol25 dataset. Energies are from the ωB97M-V functional and the def2-TZVPD basis.

Summary:
molecular weight	912.684	g mol⁻¹
charge	+6
ΔE to the lowest compared entry with this formula, charge and spin	0.0	kJ/mol
orbital gap (alpha / beta)	10.0 / 6.7	eV
largest force on an atom	2.7	eV/A
expectation value of S²	0.75
multiplicity	2
electronic energy	-2649.31634	Eh

Each line ends with the Mulliken charge.
Positions of all 191 atoms, in Å:
C (-11.02, -4.55, 16.99)  -1.414
C (-10.45, -5.95, 16.81)  2.032
C (-11.58, -6.95, 16.98)  0.486
O (-9.68, -6.22, 15.68)  0.106
H (-11.76, -4.37, 16.22)  0.360
H (-10.29, -3.74, 16.93)  0.402
H (-11.39, -4.37, 18.00)  0.224
H (-9.76, -6.03, 17.65)  -1.492
H (-12.28, -6.56, 17.72)  0.563
H (-11.19, -7.89, 17.39)  -1.319
H (-12.06, -7.36, 16.09)  0.097
C (-13.92, -11.36, 16.04)  -0.905
C (-12.91, -10.81, 14.96)  -0.508
C (-11.51, -10.66, 15.68)  0.195
C (-10.59, -9.88, 14.75)  -0.300
N (-9.08, -10.01, 14.94)  0.888
C (-8.31, -9.21, 13.93)  -0.373
C (-6.90, -9.73, 13.88)  -0.584
C (-7.11, -11.26, 14.08)  -0.770
C (-8.58, -11.45, 14.62)  -0.713
C (-8.62, -9.46, 16.35)  -1.343
H (-13.85, -10.84, 16.99)  -0.215
H (-13.64, -12.35, 16.38)  0.396
H (-14.96, -11.26, 15.72)  0.466
H (-13.19, -9.89, 14.45)  0.245
H (-12.81, -11.57, 14.18)  0.431
H (-10.94, -11.55, 15.95)  0.439
H (-11.55, -10.02, 16.56)  -0.351
H (-10.85, -8.82, 14.80)  -0.509
H (-10.80, -10.22, 13.74)  0.606
H (-8.48, -8.14, 14.04)  0.035
H (-8.75, -9.47, 12.96)  0.248
H (-6.25, -9.24, 14.60)  0.177
H (-6.44, -9.68, 12.90)  0.556
H (-6.46, -11.72, 14.83)  0.345
H (-7.07, -11.77, 13.11)  0.352
H (-8.65, -12.05, 15.53)  0.531
H (-9.13, -11.99, 13.85)  0.347
H (-7.54, -9.54, 16.48)  0.604
H (-9.16, -10.05, 17.09)  0.508
H (-8.66, -8.37, 16.35)  0.112
C (-12.75, -1.27, 12.95)  -1.207
C (-13.28, -2.43, 13.76)  -0.201
C (-13.32, -3.76, 12.98)  -0.871
C (-11.86, -4.25, 12.62)  0.159
N (-11.72, -5.75, 12.12)  0.502
C (-12.40, -5.93, 10.81)  -0.571
C (-11.61, -7.14, 10.17)  -1.093
C (-10.22, -7.12, 10.76)  0.059
C (-10.28, -6.00, 11.86)  0.001
C (-12.23, -6.75, 13.20)  -1.142
H (-12.72, -1.52, 11.89)  0.370
H (-11.84, -0.79, 13.30)  0.195
H (-13.50, -0.49, 13.05)  0.379
H (-14.25, -2.24, 14.23)  0.548
H (-12.72, -2.64, 14.68)  -0.072
H (-13.92, -3.62, 12.08)  0.420
H (-13.85, -4.51, 13.56)  0.318
H (-11.21, -4.20, 13.50)  -0.697
H (-11.28, -3.58, 11.99)  0.741
H (-13.48, -6.02, 10.86)  0.446
H (-12.12, -5.03, 10.24)  0.462
H (-12.09, -8.10, 10.34)  0.413
H (-11.69, -7.04, 9.09)  0.415
H (-10.04, -8.08, 11.26)  -0.170
H (-9.45, -6.96, 10.01)  0.497
H (-9.79, -6.13, 12.82)  -0.326
H (-9.87, -5.07, 11.46)  0.396
H (-12.20, -7.73, 12.72)  0.527
H (-13.25, -6.53, 13.49)  0.301
H (-11.51, -6.60, 14.01)  0.080
C (-13.28, -9.72, 19.81)  -0.241
C (-14.70, -10.28, 19.88)  -0.708
C (-14.80, -11.37, 20.95)  -0.760
C (-14.37, -10.92, 22.38)  -0.744
N (-14.39, -12.03, 23.48)  0.113
C (-13.48, -13.23, 23.17)  -0.488
C (-13.22, -13.86, 24.51)  -0.830
C (-13.13, -12.69, 25.55)  -0.635
C (-14.00, -11.57, 24.89)  -0.428
C (-15.88, -12.52, 23.65)  -1.087
H (-12.74, -9.66, 20.75)  0.164
H (-13.22, -8.66, 19.58)  -0.046
H (-12.66, -10.33, 19.15)  0.209
H (-14.86, -10.74, 18.91)  0.193
H (-15.45, -9.51, 20.04)  0.476
H (-14.30, -12.30, 20.65)  0.411
H (-15.81, -11.77, 20.89)  0.465
H (-14.88, -10.01, 22.70)  0.370
H (-13.32, -10.65, 22.51)  0.444
H (-13.98, -13.89, 22.47)  0.361
H (-12.54, -12.91, 22.72)  0.385
H (-14.05, -14.50, 24.82)  0.325
H (-12.36, -14.52, 24.48)  0.482
H (-13.40, -12.82, 26.60)  0.355
H (-12.07, -12.42, 25.58)  0.296
H (-14.94, -11.36, 25.40)  0.390
H (-13.50, -10.60, 24.84)  0.333
H (-16.19, -12.92, 22.68)  0.344
H (-16.47, -11.65, 23.94)  0.413
H (-15.97, -13.25, 24.45)  0.479
C (-8.89, -0.86, 12.93)  -1.587
C (-8.61, -2.36, 13.13)  0.534
C (-7.48, -2.62, 14.17)  -0.773
C (-6.97, -4.13, 14.18)  -0.322
N (-5.92, -4.34, 15.27)  0.487
C (-5.38, -5.77, 15.26)  -0.268
C (-4.96, -6.15, 16.65)  -0.637
C (-5.44, -4.99, 17.58)  -0.359
C (-6.46, -4.23, 16.69)  -0.372
C (-4.72, -3.42, 14.99)  -0.986
H (-7.97, -0.38, 12.60)  0.428
H (-9.27, -0.38, 13.83)  0.359
H (-9.58, -0.66, 12.11)  0.428
H (-8.23, -2.74, 12.19)  0.400
H (-9.48, -2.98, 13.36)  -0.503
H (-7.83, -2.42, 15.18)  0.377
H (-6.60, -1.98, 14.11)  0.543
H (-6.40, -4.32, 13.27)  0.562
H (-7.80, -4.84, 14.25)  -0.300
H (-4.68, -5.88, 14.43)  0.608
H (-6.21, -6.42, 14.98)  -0.268
H (-3.88, -6.21, 16.79)  0.374
H (-5.46, -7.10, 16.86)  0.245
H (-4.62, -4.33, 17.83)  0.511
H (-5.99, -5.27, 18.47)  0.009
H (-6.58, -3.19, 16.99)  0.520
H (-7.41, -4.74, 16.50)  -0.147
H (-4.88, -2.38, 15.26)  0.377
H (-4.43, -3.48, 13.94)  0.376
H (-3.86, -3.72, 15.59)  0.463
C (-9.65, -9.07, 19.84)  -0.995
C (-8.37, -8.13, 19.78)  1.777
C (-7.46, -8.31, 20.94)  -0.542
C (-6.64, -9.62, 20.85)  -1.265
N (-5.71, -9.93, 22.14)  0.236
C (-4.49, -9.03, 22.24)  -0.480
C (-3.41, -9.78, 23.08)  -0.877
C (-3.58, -11.24, 22.59)  -0.574
C (-5.04, -11.31, 21.94)  -0.482
C (-6.50, -9.96, 23.47)  -0.871
H (-9.52, -10.10, 19.50)  0.636
H (-10.30, -8.64, 19.08)  -0.450
H (-10.19, -9.14, 20.78)  0.618
H (-8.75, -7.11, 19.70)  -1.396
H (-7.78, -8.24, 18.88)  -0.063
H (-8.13, -8.24, 21.80)  0.421
H (-6.81, -7.44, 20.98)  0.412
H (-6.00, -9.67, 19.97)  0.371
H (-7.34, -10.45, 20.87)  0.411
H (-4.94, -8.24, 22.84)  0.372
H (-4.28, -8.62, 21.25)  0.458
H (-3.54, -9.57, 24.14)  0.347
H (-2.42, -9.41, 22.83)  0.392
H (-3.34, -12.01, 23.33)  0.361
H (-2.81, -11.32, 21.82)  0.327
H (-5.65, -12.08, 22.42)  0.407
H (-5.00, -11.37, 20.85)  0.313
H (-7.34, -10.65, 23.33)  0.344
H (-6.98, -8.98, 23.44)  0.351
H (-5.80, -10.12, 24.28)  0.407
C (-13.14, -5.95, 22.26)  -1.444
C (-12.04, -6.27, 21.20)  -0.345
C (-11.24, -5.11, 20.63)  1.649
C (-10.13, -4.51, 21.62)  -1.284
N (-9.13, -3.44, 20.95)  0.096
C (-9.95, -2.26, 20.42)  -0.303
C (-8.92, -1.13, 20.44)  -0.670
C (-8.05, -1.36, 21.70)  -0.766
C (-8.30, -2.81, 22.12)  -0.370
C (-8.11, -4.07, 20.00)  -0.551
H (-12.59, -5.43, 23.04)  0.363
H (-13.58, -6.86, 22.68)  0.327
H (-14.01, -5.44, 21.84)  0.389
H (-12.52, -6.78, 20.37)  -0.016
H (-11.33, -6.95, 21.67)  0.124
H (-11.97, -4.30, 20.60)  0.837
H (-10.93, -5.50, 19.67)  -1.460
H (-9.49, -5.22, 22.15)  0.309
H (-10.69, -3.89, 22.33)  0.733
H (-10.35, -2.60, 19.46)  0.154
H (-10.77, -2.11, 21.13)  0.512
H (-8.29, -1.12, 19.55)  0.236
H (-9.52, -0.22, 20.47)  0.512
H (-6.99, -1.12, 21.58)  0.357
H (-8.44, -0.70, 22.47)  0.340
H (-7.43, -3.45, 22.26)  0.399
H (-8.92, -2.68, 23.01)  0.395
H (-7.61, -4.89, 20.52)  0.101
H (-7.44, -3.26, 19.74)  0.664
H (-8.53, -4.43, 19.06)  -0.205

***

[3]
Here is an isolated molecule of C6H10 from the OMol25 dataset. Energies are from the ωB97M-V functional and the def2-TZVPD basis.

Summary:
molecular weight	82.146	g mol⁻¹
SMILES string	C[C@H]1C[C@H]2C[C@H]21
ΔE to the lowest compared entry with this formula, charge and spin	287.9	kJ/mol
orbital gap	9.7	eV
largest force on an atom	3.9	eV/A
electronic energy	-234.49286	Eh

Each line ends with the Mulliken charge.
Positions of all 16 atoms, in Å:
C (0.72, -1.43, 0.96)  -1.116
C (-0.30, -0.88, 0.00)  0.355
C (-1.37, 0.22, 0.31)  -0.798
C (-0.70, 1.14, -0.69)  -0.155
C (0.70, 1.42, -0.34)  -0.503
C (0.54, 0.04, -0.86)  -0.632
H (0.94, -0.77, 1.79)  0.277
H (0.49, -2.44, 1.39)  0.351
H (1.59, -1.07, 0.18)  0.228
H (-0.75, -1.65, -0.63)  0.320
H (-2.40, -0.04, 0.05)  0.261
H (-1.35, 0.56, 1.35)  0.267
H (-1.18, 1.46, -1.60)  0.330
H (0.96, 1.60, 0.70)  0.155
H (1.22, 2.07, -1.04)  0.275
H (0.93, -0.30, -1.81)  0.385

***

[4]
Here is a cluster of 9 separate species, C43H66F16O10 in total from the OMol25 dataset. Energies are from the ωB97M-V functional and the def2-TZVPD basis.

Summary:
molecular weight	1046.959	g mol⁻¹
SMILES string	CCCCCCCCCCc1ccc2c(c1)C(=O)c1ccc(CCC(F)(F)C(F)(F)C(F)(F)C(F)(F)C(F)(F)C(F)(F)F)c(CCC(F)(F)F)c1C2=O.CO.CO.CO.CO.CO.CO.CO.CO
orbital gap	8.8	eV
largest force on an atom	1.8	eV/A
electronic energy	-4028.24929	Eh

Each line ends with the Mulliken charge.
Positions of all 135 atoms, in Å:
C (1.27, 4.78, -0.52)  -1.180
C (1.98, 5.32, 0.74)  -0.445
C (3.51, 5.19, 0.59)  0.029
C (4.25, 5.12, 1.94)  -0.960
C (5.62, 4.43, 1.84)  -0.933
C (5.54, 3.04, 1.20)  0.032
C (6.80, 2.20, 1.48)  -1.255
C (6.64, 0.69, 1.19)  -0.195
C (5.47, 0.33, 0.28)  -0.601
C (5.48, -1.18, -0.08)  -0.779
C (4.08, -1.73, -0.17)  0.613
C (3.68, -2.90, 0.40)  -0.823
C (2.40, -3.36, 0.32)  -1.091
C (1.47, -2.62, -0.36)  0.565
C (1.87, -1.45, -0.95)  0.710
C (3.14, -1.00, -0.87)  -0.797
C (0.83, -0.68, -1.69)  -0.188
O (1.05, -0.03, -2.69)  -0.577
C (-0.55, -0.77, -1.08)  1.042
C (-1.37, 0.30, -1.15)  -1.798
C (-2.59, 0.20, -0.55)  -0.180
C (-3.03, -0.90, 0.11)  0.931
C (-4.39, -0.96, 0.78)  0.198
C (-4.87, 0.38, 1.36)  -2.381
C (-5.98, 1.06, 0.59)  1.488
F (-6.05, 2.34, 1.05)  -0.386
F (-5.63, 1.14, -0.72)  -0.315
C (-7.41, 0.44, 0.79)  0.733
F (-7.29, -0.50, 1.76)  -0.349
F (-8.24, 1.35, 1.30)  -0.289
C (-8.04, -0.30, -0.42)  0.481
F (-9.20, -0.81, 0.03)  -0.297
F (-7.29, -1.34, -0.77)  -0.215
C (-8.37, 0.51, -1.73)  0.558
F (-7.39, 0.38, -2.62)  -0.263
F (-9.44, -0.12, -2.29)  -0.301
C (-8.82, 1.98, -1.57)  0.692
F (-7.87, 2.76, -1.04)  -0.266
F (-9.93, 1.96, -0.81)  -0.293
C (-9.25, 2.65, -2.92)  0.553
F (-10.42, 2.20, -3.35)  -0.226
F (-8.30, 2.59, -3.85)  -0.220
F (-9.43, 3.96, -2.62)  -0.263
C (-2.20, -2.03, 0.13)  0.812
C (-2.65, -3.31, 0.80)  -1.586
C (-3.79, -4.00, 0.01)  -0.227
C (-3.40, -4.59, -1.32)  0.762
F (-3.00, -3.70, -2.23)  -0.259
F (-4.51, -5.19, -1.85)  -0.318
F (-2.50, -5.57, -1.21)  -0.265
C (-0.96, -1.94, -0.46)  -0.226
C (0.04, -3.06, -0.46)  -0.280
O (-0.24, -4.25, -0.54)  -0.624
H (0.27, 4.43, -0.24)  0.372
H (1.79, 3.90, -0.91)  0.274
H (1.19, 5.53, -1.30)  0.287
H (1.74, 6.36, 0.92)  0.269
H (1.66, 4.68, 1.57)  0.352
H (3.91, 6.07, 0.09)  0.176
H (3.71, 4.34, -0.05)  0.055
H (3.62, 4.68, 2.72)  0.419
H (4.44, 6.15, 2.22)  0.388
H (6.07, 4.33, 2.84)  0.395
H (6.27, 5.06, 1.24)  0.288
H (5.49, 3.22, 0.12)  0.108
H (4.64, 2.53, 1.53)  0.352
H (7.61, 2.65, 0.90)  0.356
H (7.05, 2.34, 2.54)  0.335
H (7.56, 0.33, 0.71)  0.257
H (6.50, 0.17, 2.14)  0.181
H (4.55, 0.49, 0.85)  0.543
H (5.40, 0.95, -0.61)  0.255
H (6.09, -1.70, 0.66)  0.421
H (6.01, -1.27, -1.04)  0.178
H (4.43, -3.49, 0.92)  0.399
H (2.13, -4.30, 0.79)  0.544
H (3.39, -0.06, -1.34)  0.568
H (-1.10, 1.22, -1.63)  0.693
H (-3.24, 1.07, -0.61)  0.435
H (-5.08, -1.39, 0.06)  0.085
H (-4.33, -1.66, 1.61)  -0.016
H (-5.09, 0.32, 2.42)  0.569
H (-4.03, 1.08, 1.30)  0.487
H (-1.84, -4.01, 0.93)  0.899
H (-3.05, -3.10, 1.79)  0.153
H (-4.64, -3.34, -0.17)  -0.032
H (-4.17, -4.83, 0.60)  0.435
C (8.69, -1.50, 3.52)  -0.537
O (7.30, -1.39, 3.80)  -0.483
H (8.92, -0.85, 2.67)  0.219
H (9.29, -1.18, 4.38)  0.303
H (8.96, -2.53, 3.26)  0.240
H (7.11, -1.96, 4.55)  0.288
C (-10.58, 2.30, 3.95)  -0.498
O (-10.66, 3.38, 3.02)  -0.522
H (-11.06, 2.61, 4.87)  0.259
H (-11.10, 1.42, 3.56)  0.238
H (-9.53, 2.05, 4.15)  0.213
H (-10.24, 3.10, 2.21)  0.314
C (-6.35, -7.29, 0.00)  -0.613
O (-5.38, -6.55, 0.74)  -0.464
H (-7.34, -6.92, 0.28)  0.229
H (-6.21, -7.15, -1.07)  0.252
H (-6.29, -8.35, 0.24)  0.281
H (-4.52, -6.89, 0.48)  0.283
C (-0.27, 1.82, -5.87)  -0.533
O (-0.70, 0.56, -5.38)  -0.516
H (-0.78, 2.01, -6.82)  0.240
H (-0.53, 2.62, -5.17)  0.214
H (0.81, 1.82, -6.04)  0.237
H (-0.25, 0.41, -4.55)  0.324
C (5.32, 6.35, -2.65)  -0.692
O (5.49, 5.17, -1.88)  -0.355
H (5.71, 7.19, -2.07)  0.239
H (5.87, 6.28, -3.59)  0.280
H (4.26, 6.53, -2.85)  0.274
H (5.14, 4.43, -2.40)  0.251
C (-2.06, -2.05, 4.93)  -0.677
O (-1.97, -1.56, 3.59)  -0.333
H (-2.99, -2.61, 5.02)  0.235
H (-1.22, -2.71, 5.15)  0.288
H (-2.07, -1.22, 5.64)  0.279
H (-1.15, -1.06, 3.52)  0.234
C (6.92, -5.18, -0.76)  -0.566
O (6.50, -4.95, 0.58)  -0.448
H (6.09, -4.92, -1.42)  0.218
H (7.78, -4.54, -1.01)  0.230
H (7.19, -6.22, -0.92)  0.326
H (7.23, -5.18, 1.16)  0.274
C (8.13, -1.18, -3.73)  -0.643
O (7.71, -0.93, -2.39)  -0.395
H (7.32, -0.89, -4.39)  0.235
H (9.02, -0.60, -3.97)  0.256
H (8.34, -2.25, -3.87)  0.262
H (8.44, -1.19, -1.81)  0.238